# C34H34F19IO17S2

7 unconnected molecules or ions with the total composition C34H34F19IO17S2 (the ωB97M-V functional and the def2-TZVPD basis, the Open Molecules 2025 dataset).

Bonds (Å) are listed after each position.
Geometry (Å):
1 O 2.7201 2.5242 2.6903  C2 1.204
2 C 2.5251 3.7093 2.7705  O1 1.204, C3 1.567, C19 1.561
3 C 1.8370 4.3343 4.0321  C2 1.567, C4 1.362, H20 1.112
4 C 0.9959 5.3980 3.9045  C3 1.362, C5 1.557, H21 1.111
5 C 0.7674 6.0059 2.4895  C4 1.557, O6 1.200, C7 1.573
6 O -0.2631 6.4963 2.1203  C5 1.200
7 C 1.9992 5.9065 1.5166  C5 1.573, C8 1.461, C19 1.465
8 C 2.3141 6.9190 0.5110  C7 1.461, S9 1.835, C10 1.493
9 S 1.2970 8.4324 0.3054  C8 1.835, H22 1.384
10 C 3.5025 6.7361 -0.3745  C8 1.493, I11 2.140, C12 1.470
11 I 3.8891 8.2844 -1.8010  C10 2.140
12 C 4.3844 5.5639 -0.2762  C10 1.470, S13 1.812, C17 1.482
13 S 5.8328 5.2235 -1.3111  C12 1.812, O14 1.460, O15 1.458, F16 1.622
14 O 5.8434 3.7826 -1.5442  S13 1.460
15 O 7.0624 5.5522 -0.5993  S13 1.458
16 F 5.7655 5.9094 -2.7795  S13 1.622
17 C 4.0497 4.5770 0.7775  C12 1.482, O18 1.383, C19 1.473
18 O 4.8154 3.4503 1.0165  C17 1.383, H23 0.979
19 C 2.8738 4.7384 1.6498  C2 1.561, C7 1.465, C17 1.473
20 H 1.9926 3.9500 5.0635  C3 1.112
21 H 0.4730 5.8849 4.7548  C4 1.111
22 H 1.6965 9.2036 1.3828  S9 1.384
23 H 4.3281 2.6813 0.6567  O18 0.979
24 C 0.9127 0.1240 1.9340  C25 1.515, H33 1.090, H34 1.090, H35 1.092
25 C 0.7792 -1.0854 2.8359  C24 1.515, O26 1.439, H36 1.090, H37 1.092
26 O -0.4463 -1.0309 3.5882  C25 1.439, C27 1.336
27 C -1.5440 -1.4607 2.9602  O26 1.336, O28 1.198, C29 1.529
28 O -1.5734 -1.8748 1.8366  C27 1.198
29 C -2.7507 -1.3912 3.8971  C27 1.529, F30 1.344, F31 1.345, F32 1.340
30 F -2.7978 -0.2371 4.5846  C29 1.344
31 F -2.7263 -2.3835 4.8054  C29 1.345
32 F -3.9131 -1.4957 3.2380  C29 1.340
33 H 0.8206 1.0436 2.5116  C24 1.090
34 H 1.8776 0.1207 1.4266  C24 1.090
35 H 0.1244 0.1407 1.1785  C24 1.092
36 H 1.5903 -1.0914 3.5645  C25 1.090
37 H 0.8461 -2.0176 2.2720  C25 1.092
38 C -3.8387 -2.7685 -0.4548  C39 1.515, H47 1.092, H48 1.091, H49 1.090
39 C -4.0122 -3.3242 -1.8532  C38 1.515, O40 1.439, H50 1.090, H51 1.091
40 O -3.5734 -2.3717 -2.8386  C39 1.439, C41 1.335
41 C -2.2609 -2.3419 -3.0797  O40 1.335, O42 1.197, C43 1.529
42 O -1.4506 -3.0368 -2.5375  C41 1.197
43 C -1.9488 -1.3261 -4.1790  C41 1.529, F44 1.346, F45 1.346, F46 1.339
44 F -2.6128 -0.1674 -4.0081  C43 1.346
45 F -2.2918 -1.7933 -5.3935  C43 1.346
46 F -0.6466 -1.0187 -4.2349  C43 1.339
47 H -4.3462 -1.8059 -0.3595  C38 1.092
48 H -4.2452 -3.4580 0.2867  C38 1.091
49 H -2.7867 -2.5974 -0.2263  C38 1.090
50 H -5.0693 -3.5083 -2.0469  C39 1.090
51 H -3.4925 -4.2761 -1.9750  C39 1.091
52 C 8.0626 4.5740 2.4477  C53 1.514, H61 1.092, H62 1.090, H63 1.092
53 C 8.5376 3.2774 3.0675  C52 1.514, O54 1.439, H64 1.090, H65 1.092
54 O 9.0278 3.4982 4.4027  C53 1.439, C55 1.336
55 C 8.1030 3.5484 5.3653  O54 1.336, O56 1.198, C57 1.529
56 O 6.9243 3.4283 5.1881  C55 1.198
57 C 8.7685 3.7360 6.7295  C55 1.529, F58 1.345, F59 1.346, F60 1.339
58 F 9.7376 4.6676 6.7014  C57 1.345
59 F 9.3390 2.5953 7.1599  C57 1.346
60 F 7.8968 4.1148 7.6732  C57 1.339
61 H 8.8524 5.3274 2.4814  C52 1.092
62 H 7.7661 4.4192 1.4104  C52 1.090
63 H 7.2094 4.9812 2.9941  C52 1.092
64 H 9.3731 2.8782 2.4919  C53 1.090
65 H 7.7524 2.5191 3.0637  C53 1.092
66 C -8.9799 -5.0406 1.8086  C67 1.515, H75 1.092, H76 1.091, H77 1.091
67 C -8.0083 -4.3579 0.8683  C66 1.515, O68 1.438, H78 1.091, H79 1.092
68 O -7.0603 -5.3019 0.3412  C67 1.438, C69 1.339
69 C -7.4723 -6.0245 -0.7079  O68 1.339, O70 1.196, C71 1.529
70 O -8.5520 -5.9365 -1.2153  C69 1.196
71 C -6.3488 -6.9431 -1.1902  C69 1.529, F72 1.344, F73 1.348, F74 1.337
72 F -5.7199 -7.5611 -0.1759  C71 1.344
73 F -5.4074 -6.2550 -1.8670  C71 1.348
74 F -6.7882 -7.9053 -2.0079  C71 1.337
75 H -8.4414 -5.5735 2.5950  C66 1.092
76 H -9.6471 -4.3107 2.2688  C66 1.091
77 H -9.5859 -5.7783 1.2799  C66 1.091
78 H -7.4313 -3.6100 1.4134  C67 1.091
79 H -8.5277 -3.8386 0.0608  C67 1.092
80 C -2.5316 2.9661 -6.0443  C81 1.515, H89 1.092, H90 1.091, H91 1.091
81 C -1.7664 2.7181 -4.7609  C80 1.515, O82 1.438, H92 1.090, H93 1.091
82 O -0.9357 3.8458 -4.4359  C81 1.438, C83 1.337
83 C -1.5406 4.8586 -3.8067  O82 1.337, O84 1.197, C85 1.529
84 O -2.6997 4.8844 -3.5102  C83 1.197
85 C -0.5280 5.9569 -3.4812  C83 1.529, F86 1.345, F87 1.347, F88 1.338
86 F 0.2915 6.2227 -4.5139  C85 1.345
87 F 0.2582 5.6105 -2.4435  C85 1.347
88 F -1.1135 7.1148 -3.1533  C85 1.338
89 H -1.8470 3.2260 -6.8543  C80 1.092
90 H -3.0989 2.0796 -6.3310  C80 1.091
91 H -3.2263 3.8004 -5.9327  C80 1.091
92 H -1.0975 1.8670 -4.8891  C81 1.090
93 H -2.4361 2.4793 -3.9332  C81 1.091
94 C -1.2046 -6.1462 -3.2030  C95 1.514, H103 1.091, H104 1.091, H105 1.092
95 C 0.0040 -7.0197 -3.4670  C94 1.514, O96 1.437, H106 1.090, H107 1.092
96 O 0.2451 -7.9043 -2.3600  C95 1.437, C97 1.338
97 C -0.4838 -9.0256 -2.3363  O96 1.338, O98 1.197, C99 1.529
98 O -1.3029 -9.3245 -3.1560  C97 1.197
99 C -0.0877 -9.8893 -1.1377  C97 1.529, F100 1.345, F101 1.346, F102 1.338
100 F 0.0447 -9.1682 -0.0102  C99 1.345
101 F 1.0906 -10.5068 -1.3443  C99 1.346
102 F -0.9879 -10.8457 -0.8804  C99 1.338
103 H -1.0915 -5.6102 -2.2593  C94 1.091
104 H -1.3392 -5.4214 -4.0067  C94 1.091
105 H -2.1133 -6.7468 -3.1226  C94 1.092
106 H 0.8936 -6.3970 -3.5669  C95 1.090
107 H -0.1013 -7.5820 -4.3967  C95 1.092

SMILES = O=C1C=CC(=O)c2c(S)c(I)c(S(=O)(=O)F)c(O)c21.CCOC(=O)C(F)(F)F.CCOC(=O)C(F)(F)F.CCOC(=O)C(F)(F)F.CCOC(=O)C(F)(F)F.CCOC(=O)C(F)(F)F.CCOC(=O)C(F)(F)F
strongest force on any atom = 5.58 eV/Å
LUMO level = -1.860 eV
M = 1266.63 g mol⁻¹
gap between HOMO and LUMO = 7.587 eV